Entry from the Open Molecules 2025 dataset: a 2-piece molecular cluster, C5H11NO overall at a distorted geometry (ωB97M-V with the def2-TZVPD basis set).

CARTESIAN COORDINATES (ANGSTROEM)
C (1.9731, -1.0110, -1.0226)
N (0.0386, 1.3499, -1.4905)
C (0.2269, 0.6810, -0.2813)
C (1.3223, -0.0748, -0.0249)
C (-1.1322, 1.4247, 1.6562)
C (-1.0201, 0.6987, 0.5347)
H (2.5887, -0.4585, -1.7435)
H (2.6979, -1.6773, -0.5606)
H (1.1822, -1.5288, -1.5573)
H (-0.8845, 1.3534, -1.8996)
H (0.3592, 2.3174, -1.4199)
H (1.9377, 0.0504, 0.8663)
H (-0.2898, 1.6911, 2.2815)
H (-2.1157, 1.5871, 2.0775)
H (-1.7901, 0.0551, 0.1194)
H (-2.0306, -2.5928, 1.0139)
H (-0.7120, -1.8964, 1.2732)
O (-1.2097, -2.3405, 0.5933)

charge = +1
2S+1 = 2
Kohn-Sham gap (alpha / beta) = 9.1576 / 7.2600 eV

Löwdin atomic charge list, values in e, 2 entries: atom 1 (C): -0.010, atom 2 (N): 0.172

***

Entry from the Open Molecules 2025 dataset: C33H22F9MoNPS3SbSe3Te as an isolated structure (ωB97M-V with the def2-TZVPD basis set).

CARTESIAN COORDINATES (ANGSTROEM)
Mo (-0.5533, -0.1224, -0.1687)
Se (-0.4473, -2.5975, -0.5489)
Se (-2.1426, -3.8407, 0.6131)
Te (-2.6159, -2.3464, 2.5380)
Se (-2.5205, -0.1133, 1.2619)
S (5.0595, 0.6305, -1.2253)
Sb (3.6761, 2.1447, -0.3977)
S (1.5205, 1.2457, -0.9223)
S (0.0458, 2.3359, 0.0023)
F (-0.3450, -1.9719, 8.3828)
C (-0.4182, -0.7308, 7.8632)
F (0.4443, 0.0280, 8.5735)
F (-1.6503, -0.2639, 8.1240)
C (-0.0912, -0.7159, 6.3993)
C (-0.8629, 0.0059, 5.5076)
C (-0.5267, 0.0165, 4.1604)
C (0.5792, -0.6878, 3.7024)
C (1.3694, -1.3822, 4.6180)
C (1.0294, -1.4088, 5.9590)
P (1.0975, -0.4817, 1.9405)
C (2.3814, 0.7777, 2.3851)
C (3.7526, 0.5338, 2.4545)
C (4.6275, 1.5303, 2.8667)
C (4.1384, 2.7789, 3.2143)
C (2.7787, 3.0311, 3.1748)
C (1.9057, 2.0320, 2.7716)
C (5.1141, 3.8470, 3.6136)
F (4.5084, 4.9731, 4.0260)
F (5.9166, 4.1840, 2.5887)
F (5.9239, 3.4405, 4.6140)
C (2.0488, -1.9905, 1.5659)
C (3.0379, -1.9493, 0.5862)
C (3.6180, -3.1189, 0.1273)
C (3.2012, -4.3397, 0.6387)
C (2.2008, -4.3959, 1.5946)
C (1.6193, -3.2226, 2.0477)
C (3.8652, -5.5929, 0.1504)
F (5.0968, -5.7430, 0.6905)
F (4.0375, -5.5893, -1.1834)
F (3.1725, -6.7013, 0.4612)
H (-1.7335, 0.5472, 5.8534)
H (-1.1400, 0.5621, 3.4557)
H (2.2546, -1.9083, 4.2855)
H (1.6370, -1.9618, 6.6644)
H (4.1516, -0.4353, 2.1947)
H (5.6917, 1.3333, 2.9033)
H (2.3971, 4.0018, 3.4575)
H (0.8434, 2.2298, 2.7560)
H (3.3478, -1.0074, 0.1454)
H (4.3817, -3.0782, -0.6392)
H (1.8444, -5.3498, 1.9572)
H (0.7918, -3.2785, 2.7443)
C (-0.0504, -2.2057, -5.4085)
C (-1.2707, -1.5392, -5.3753)
C (-1.6134, -0.7511, -4.2911)
C (-0.7457, -0.6078, -3.2028)
C (0.4809, -1.2662, -3.2539)
C (0.8193, -2.0633, -4.3397)
N (-1.1392, 0.1665, -2.0802)
C (-1.8083, 1.3821, -2.4305)
C (-1.2372, 2.2581, -3.3514)
C (-1.8576, 3.4566, -3.6619)
C (-3.0631, 3.8002, -3.0604)
C (-3.6411, 2.9228, -2.1536)
C (-3.0221, 1.7199, -1.8446)
H (0.2144, -2.8262, -6.2553)
H (-1.9686, -1.6435, -6.1978)
H (-2.5734, -0.2514, -4.2657)
H (1.1831, -1.1439, -2.4409)
H (1.7759, -2.5716, -4.3425)
H (-0.2933, 1.9908, -3.8113)
H (-1.3932, 4.1312, -4.3708)
H (-3.5450, 4.7408, -3.2970)
H (-4.5852, 3.1714, -1.6835)
H (-3.4707, 1.0290, -1.1438)

charge = -1
2S+1 = 2
Kohn-Sham gap (alpha / beta) = 4.2995 / 4.5495 eV

Löwdin atomic charge list, values in e, 2 entries: atom 1 (Mo): 0.324, atom 2 (Se): 0.067

***

Entry from the Open Molecules 2025 dataset: C22H27BrF5N4O2SSiZn as an isolated structure at a distorted geometry (ωB97M-V with the def2-TZVPD basis set).

CARTESIAN COORDINATES (ANGSTROEM)
Zn (2.5477, 3.5196, 0.3004)
C (-2.0297, -0.4528, -1.8737)
C (-2.2280, -0.7921, -0.4042)
C (-3.4898, -1.6583, -0.2473)
C (-2.3908, 0.5351, 0.3774)
Si (-0.6721, -1.7431, 0.2455)
Br (0.9836, -0.2419, 0.5655)
C (0.1149, -2.9183, -1.0886)
C (1.2663, -3.6889, -0.3884)
C (0.7333, -2.1407, -2.2752)
C (-0.9124, -3.9274, -1.5836)
C (-0.8698, -2.4683, 2.0248)
C (-1.6400, -1.4444, 2.8795)
C (-1.6700, -3.7768, 1.9403)
C (0.4845, -2.7219, 2.7215)
H (-2.9418, 0.0601, -2.2501)
H (-1.8999, -1.3675, -2.4996)
H (-1.1927, 0.2478, -2.0367)
H (-4.3855, -1.0732, -0.6058)
H (-3.6739, -1.9007, 0.8155)
H (-3.4517, -2.5950, -0.8619)
H (-3.2885, 1.0647, -0.0209)
H (-1.5098, 1.1876, 0.2429)
H (-2.5492, 0.3860, 1.4675)
H (2.0291, -3.0178, 0.0647)
H (1.7747, -4.3080, -1.1677)
H (0.8668, -4.3918, 0.3710)
H (1.5288, -1.4464, -1.9441)
H (-0.0292, -1.6178, -2.8721)
H (1.2283, -2.9067, -2.9172)
H (-1.3618, -4.4776, -0.7323)
H (-0.3716, -4.6953, -2.2162)
H (-1.7133, -3.4652, -2.2048)
H (-2.6436, -1.2297, 2.4701)
H (-1.0846, -0.4900, 2.9681)
H (-1.7834, -1.8515, 3.8968)
H (-2.6785, -3.6362, 1.4973)
H (-1.8092, -4.1764, 2.9629)
H (-1.1149, -4.5481, 1.3828)
H (1.0021, -1.7729, 2.9333)
H (1.1471, -3.4057, 2.1679)
H (0.2370, -3.2004, 3.6998)
N (3.4796, 2.1416, 1.3512)
C (4.2184, 1.4438, 1.9333)
C (5.0037, 0.5654, 2.5910)
C (5.2689, 0.7680, 3.9346)
N (5.4994, 0.9706, 5.0740)
C (5.5545, -0.5231, 1.9435)
N (6.0012, -1.4639, 1.3841)
O (3.5557, 5.2335, 1.1731)
N (4.4107, 5.3982, 0.1918)
O (4.2667, 4.4824, -0.7181)
F (-1.7800, 7.3338, -3.7184)
C (-1.2398, 6.3552, -2.9910)
C (-0.0661, 6.5867, -2.2685)
F (0.5146, 7.8042, -2.2993)
C (0.5003, 5.5476, -1.5384)
F (1.6445, 5.7965, -0.8819)
C (-0.0586, 4.2612, -1.4738)
S (0.6652, 2.9660, -0.5845)
C (-1.2639, 4.0712, -2.2090)
F (-1.8761, 2.8453, -2.1675)
C (-1.8509, 5.0883, -2.9361)
F (-3.0065, 4.8756, -3.5954)

charge = -1
Kohn-Sham gap = 7.8955 eV

Löwdin atomic charge list, values in e, 2 entries: atom 1 (Zn): 0.476, atom 2 (C): -0.118

***

Entry from the Open Molecules 2025 dataset: a single C22H21FN2O5 molecule (ωB97M-V with the def2-TZVPD basis set).

CARTESIAN COORDINATES (ANGSTROEM)
C (-4.6733, -2.7774, 0.0971)
C (-4.0910, -1.6260, 0.9006)
O (-3.6214, -0.5865, 0.0370)
C (-4.4985, 0.3194, -0.3585)
O (-5.6513, 0.3775, -0.0174)
C (-3.8803, 1.3264, -1.3318)
O (-2.4824, 1.2878, -1.4215)
C (-1.7428, 1.6349, -0.3317)
C (-2.2616, 2.0314, 0.8854)
C (-1.4156, 2.3747, 1.9404)
C (-0.0525, 2.3297, 1.7888)
C (0.4950, 1.9430, 0.5601)
C (1.9411, 1.8821, 0.4229)
O (2.7236, 2.0810, 1.3509)
N (2.4230, 1.5615, -0.8298)
C (3.8640, 1.4629, -1.0001)
C (4.2487, 0.0173, -0.6448)
O (4.4905, -0.8184, -1.4876)
N (4.2080, -0.2115, 0.6834)
C (3.9809, -1.5606, 1.1767)
C (2.5632, -1.9471, 0.8287)
C (2.3100, -2.8376, -0.2059)
C (1.0136, -3.0902, -0.6163)
C (-0.0240, -2.4285, 0.0127)
F (-1.2902, -2.6749, -0.3873)
C (0.1969, -1.5304, 1.0406)
C (1.4986, -1.2966, 1.4446)
C (1.6035, 1.1946, -1.8584)
C (0.2604, 1.1902, -1.7420)
C (-0.3387, 1.5879, -0.5117)
H (-3.9269, -3.1527, -0.5976)
H (-5.5461, -2.4425, -0.4583)
H (-4.9689, -3.5766, 0.7703)
H (-3.2119, -1.9477, 1.4606)
H (-4.8419, -1.2086, 1.5795)
H (-4.2424, 1.0747, -2.3341)
H (-4.2511, 2.3286, -1.0765)
H (-3.3283, 2.0774, 1.0434)
H (-1.8498, 2.6773, 2.8811)
H (0.6182, 2.5918, 2.5918)
H (4.1285, 1.6771, -2.0356)
H (4.3429, 2.1743, -0.3240)
H (3.8763, 0.5527, 1.2672)
H (4.1521, -1.5663, 2.2540)
H (4.6894, -2.2305, 0.6855)
H (3.1336, -3.3249, -0.7038)
H (0.8027, -3.7797, -1.4183)
H (-0.6336, -1.0183, 1.5006)
H (1.6872, -0.5927, 2.2419)
H (2.1055, 0.9005, -2.7671)
H (-0.3680, 0.8953, -2.5633)

charge = 0
Kohn-Sham gap = 8.5570 eV
SMILES = CCOC(=O)COc1cccc2c(=O)n(CC(=O)NCc3ccc(F)cc3)ccc12

Löwdin atomic charge list, values in e, 2 entries: atom 1 (C): -0.052, atom 2 (C): -0.202

***

Listing M for the structures above in their given order: 101.15; 1312.88; 679.92; 412.42 g mol⁻¹.